The following is a quantum chemistry calculation of a 2-piece molecular cluster, C2H9N2S overall, from OMol25.

The geometry in XYZ format:
```
14
C2H9N2S | OMol25 | wB97M-V/def2-TZVPD
C 1.92000 0.70418 -0.70861
N 0.71834 0.14548 -0.08641
C 0.35470 0.35869 1.13975
N -0.71757 -0.17681 1.68645
H 1.64222 1.28085 -1.58626
H 2.57652 -0.11450 -0.99865
H 2.43373 1.34282 0.00156
H 0.13076 -0.45718 -0.66023
H 0.96084 1.02685 1.74046
H -1.36468 -0.70379 1.11346
H -0.94020 0.00155 2.65111
S -2.05923 -1.39545 -1.65225
H -3.05221 -1.83775 -0.86770
H -2.60322 -0.17494 -1.77267
```

Properties
total charge	+1
E_tot	-589.0684	Ha
HOMO level	-13.971	eV

Results of the natural (NBO) charge analysis, in e, for atoms 1 through 4: C -0.413; N -0.503; C 0.395; N -0.723